{
  "formula": "C27H32BN6OPtS",
  "method": "the ωB97M-V functional and the def2-TZVPD basis",
  "lumo_ev": -11.867,
  "total_charge": 3,
  "homo_energy_ha": -0.630,
  "orbital_gap_ev": 5.284,
  "energy_ha": -1993.19300,
  "species": ["Pt", "C", "C", "C", "C", "C", "N", "N", "B", "N", "N", "C", "C", "C", "C", "C", "N", "N", "C", "C", "C", "C", "C", "H", "H", "H", "H", "H", "H", "H", "H", "H", "H", "H", "H", "H", "H", "H", "H", "H", "H", "H", "H", "H", "H", "O", "S", "C", "C", "C", "C", "C", "C", "C", "C", "C", "C", "C", "C", "H", "H", "H", "H", "H", "H", "H", "H", "H", "H"],
  "xyz": [[0.3037, -0.0356, -0.2868], [-2.3770, 1.8284, -1.3751], [-1.1259, 1.8065, -2.1726], [-0.8151, 2.4436, -3.3538], [0.4956, 2.0946, -3.6926], [1.3019, 2.5094, -4.8693], [0.9703, 1.2718, -2.7452], [-0.0200, 1.0990, -1.8220], [2.3432, 0.5606, -2.5653], [2.8722, 0.9989, -1.1747], [2.0567, 0.8010, -0.1104], [2.6290, 1.2732, 1.0271], [1.9925, 1.2250, 2.3687], [3.8588, 1.7793, 0.6498], [3.9875, 1.6015, -0.7285], [5.1041, 1.9736, -1.6345], [2.0312, -0.9498, -2.4300], [1.1390, -1.3262, -1.4793], [0.9393, -2.6697, -1.5157], [0.0126, -3.4047, -0.6167], [1.7504, -3.1465, -2.5274], [2.4178, -2.0561, -3.0871], [3.3926, -2.0131, -4.2068], [-3.1132, 2.4494, -1.8798], [-2.8036, 0.8290, -1.2743], [-2.2087, 2.2543, -0.3835], [-1.4709, 3.0905, -3.9124], [0.7131, 3.1755, -5.4949], [2.2037, 3.0365, -4.5582], [1.5941, 1.6454, -5.4659], [3.0967, 0.8033, -3.4413], [1.0292, 0.7115, 2.3752], [2.6526, 0.7147, 3.0699], [1.8346, 2.2387, 2.7379], [4.5839, 2.2313, 1.3063], [5.9057, 2.4306, -1.0599], [5.5011, 1.0946, -2.1422], [4.7712, 2.6873, -2.3883], [-0.4837, -2.7622, 0.1120], [-0.7587, -3.8996, -1.2073], [0.5599, -4.1748, -0.0733], [1.8432, -4.1766, -2.8297], [3.5749, -3.0203, -4.5725], [3.0100, -1.4118, -5.0317], [4.3412, -1.5874, -3.8798], [-1.1252, -0.3226, 1.0572], [-2.6344, -0.0810, 1.5548], [-2.4554, 0.8230, 3.0436], [-3.2237, 1.9814, 3.1157], [-3.2022, 2.7154, 4.2944], [-2.4115, 2.2966, 5.3522], [-1.6376, 1.1382, 5.2567], [-1.6614, 0.3825, 4.1022], [-3.1488, -1.6982, 2.0252], [-2.2802, -2.6418, 2.5603], [-2.8043, -3.8567, 2.9667], [-4.1674, -4.1041, 2.8469], [-5.0177, -3.1502, 2.3127], [-4.5099, -1.9313, 1.8840], [-3.8362, 2.2986, 2.2807], [-3.8023, 3.6103, 4.3821], [-2.3989, 2.8698, 6.2696], [-1.0361, 0.8218, 6.0979], [-1.0954, -0.5379, 4.0349], [-1.2237, -2.4319, 2.6658], [-2.1581, -4.6131, 3.3906], [-4.5675, -5.0546, 3.1731], [-6.0749, -3.3569, 2.2211], [-5.1638, -1.1823, 1.4534]]
}

{
  "formula": "ClIO2P",
  "method": "the ωB97M-V functional and the def2-TZVPD basis",
  "lumo_ev": [-0.736, -0.737],
  "total_charge": -1,
  "homo_energy_ha": [-0.121, -0.121],
  "orbital_gap_ev": [2.550, 2.548],
  "de_lowest_kj_mol": 248.7,
  "energy_ha": -1249.83516,
  "species": ["O", "O", "P", "Cl", "I"],
  "xyz": [[-0.4317, -2.0016, -1.6979], [-1.3784, -0.0291, -0.1299], [-0.3277, -0.8091, -0.8378], [1.0395, 0.3472, -1.9849], [1.0983, 2.4925, 4.6505]]
}

{
  "formula": "C20H25BrCl22INO3S",
  "method": "the ωB97M-V functional and the def2-TZVPD basis",
  "lumo_ev": -1.171,
  "homo_energy_ha": -0.353,
  "orbital_gap_ev": 8.427,
  "energy_ha": -14451.59798,
  "species": ["O", "C", "Br", "C", "C", "C", "I", "C", "O", "C", "N", "C", "S", "C", "C", "O", "H", "H", "H", "C", "Cl", "Cl", "H", "H", "C", "Cl", "Cl", "H", "H", "C", "Cl", "Cl", "H", "H", "C", "Cl", "Cl", "H", "H", "C", "Cl", "Cl", "H", "H", "C", "Cl", "Cl", "H", "H", "C", "Cl", "Cl", "H", "H", "C", "Cl", "Cl", "H", "H", "C", "Cl", "Cl", "H", "H", "C", "Cl", "Cl", "H", "H", "C", "Cl", "Cl", "H", "H"],
  "xyz": [[1.7750, 0.0912, -0.3172], [2.4643, 0.9147, -0.8150], [4.1885, 0.3583, -1.5019], [2.0805, 2.3660, -0.9560], [0.5905, 2.4088, -0.9065], [-0.2214, 2.6037, -1.9484], [0.3904, 2.9197, -3.9160], [-1.6891, 2.5598, -1.6565], [-2.4981, 3.2922, -2.1642], [-2.0482, 1.5199, -0.6365], [-3.2432, 0.7385, -0.8225], [-3.0164, -0.3551, -1.3087], [-2.7266, -1.7437, -1.9271], [-1.2453, 1.3201, 0.4076], [-0.0337, 2.1856, 0.4415], [0.4238, 2.6821, 1.4386], [2.5410, 2.9338, -0.1438], [2.5073, 2.7444, -1.8818], [-1.4652, 0.5587, 1.1603], [-0.0324, -1.0270, 4.2627], [-0.3198, -0.1065, 2.7802], [0.8661, -2.5163, 3.9452], [0.5424, -0.4097, 4.9429], [-0.9900, -1.2821, 4.6972], [5.5475, -1.3331, 1.3805], [5.7946, -2.2911, 2.8440], [6.6616, 0.0419, 1.2949], [5.7122, -1.9661, 0.5162], [4.5331, -0.9519, 1.3796], [-6.0532, -4.4629, -1.2676], [-6.2172, -2.7872, -0.7247], [-4.3646, -4.9204, -1.5249], [-6.4729, -5.1125, -0.5095], [-6.5882, -4.5772, -2.2023], [-4.1079, -1.1868, 2.4595], [-3.7128, 0.5294, 2.6385], [-3.3426, -2.2057, 3.6823], [-5.1813, -1.2985, 2.5530], [-3.7777, -1.5148, 1.4797], [-7.7634, 1.2113, 2.5461], [-6.7311, 1.7473, 1.2185], [-7.8122, -0.5533, 2.6857], [-7.3751, 1.6185, 3.4720], [-8.7705, 1.5682, 2.3689], [5.4012, -1.7769, -4.4229], [5.5214, -0.0229, -4.6248], [6.4460, -2.3691, -3.1231], [4.3749, -2.0276, -4.1776], [5.6966, -2.2534, -5.3494], [0.0540, 3.4107, -8.3236], [0.8604, 4.7702, -9.1058], [1.0364, 2.7196, -7.0211], [-0.8819, 3.7557, -7.9008], [-0.1239, 2.6381, -9.0613], [10.4729, -0.9428, 1.9138], [11.2833, -0.4279, 0.4288], [10.7063, -2.6666, 2.2284], [10.8827, -0.3810, 2.7441], [9.4124, -0.7523, 1.8103], [-0.6163, 6.6996, -1.1978], [0.8433, 5.7582, -0.8576], [-0.3958, 7.7788, -2.5778], [-1.4248, 6.0120, -1.4206], [-0.8522, 7.2945, -0.3242], [2.1140, -3.1975, -0.5043], [3.6031, -3.2972, -1.4629], [1.6803, -4.7576, 0.2035], [2.2627, -2.4812, 0.2934], [1.3083, -2.8727, -1.1511], [-5.5678, -3.4351, 6.7545], [-5.7631, -1.8913, 5.9214], [-7.1004, -4.3003, 6.9179], [-4.8830, -4.0501, 6.1819], [-5.1698, -3.2459, 7.7438]]
}

{
  "formula": "C5H3NO",
  "method": "the ωB97M-V functional and the def2-TZVPD basis",
  "smiles": "C#CCC(=O)C#N",
  "lumo_ev": -0.720,
  "homo_energy_ha": -0.396,
  "orbital_gap_ev": 10.059,
  "de_lowest_kj_mol": 242.9,
  "energy_ha": -322.19929,
  "species": ["C", "C", "C", "C", "O", "C", "N", "H", "H", "H"],
  "xyz": [[-1.2085, 1.2652, -1.6760], [-0.5045, 1.0010, -0.7287], [0.2983, 0.6770, 0.4708], [0.7065, -0.7396, 0.7515], [1.7530, -0.8425, 1.3537], [0.0136, -1.9488, 0.3173], [-0.4651, -2.9539, 0.0086], [-1.8028, 1.5136, -2.5397], [1.3743, 0.9186, 0.6793], [-0.1648, 1.1093, 1.3632]]
}

{
  "formula": "C3H6BrMg",
  "method": "the ωB97M-V functional and the def2-TZVPD basis",
  "lumo_ev": -6.763,
  "total_charge": 1,
  "homo_energy_ha": -0.422,
  "orbital_gap_ev": 4.729,
  "energy_ha": -2891.62022,
  "species": ["C", "C", "C", "Br", "H", "H", "H", "H", "H", "H", "Mg"],
  "xyz": [[-1.2804, 0.2510, -0.0290], [0.0019, -0.6193, -0.1489], [1.0766, -0.4607, 0.8082], [1.8880, 1.2843, 0.6944], [-1.3771, 0.9483, -0.8650], [-2.1576, -0.3928, -0.0450], [-1.2775, 0.8149, 0.9015], [0.4189, -0.3617, -1.2043], [-0.2412, -1.6857, -0.1775], [1.0220, -0.6506, 1.8730], [1.9264, 0.8723, -1.8075]]
}